Model w:
Here is the ion C6H14NO with charge -1 from the OMol25 dataset. Energies are from wB97M-V/def2-TZVPD.

HOMO-LUMO gap (eV): 6.063
SMILES string: CCC[C@@H](C)NC[O-]
Total charge: -1
LUMO energy (eV): 3.671

Atoms and positions in Å:
1 C 2.02 1.23 -2.14
2 C 0.72 0.94 -1.36
3 C 0.96 0.00 -0.18
4 C -0.38 -0.51 0.40
5 C -0.25 -1.97 0.87
6 N -0.90 0.45 1.31
7 C -2.39 0.26 1.56
8 O -2.80 -0.98 1.80
9 H 1.93 0.82 -3.15
10 H 2.29 2.29 -2.16
11 H 2.88 0.79 -1.62
12 H 0.29 1.87 -0.98
13 H -0.01 0.43 -1.98
14 H 1.36 0.65 0.61
15 H 1.66 -0.80 -0.42
16 H -1.03 -0.53 -0.48
17 H 0.19 -2.51 0.01
18 H -1.24 -2.38 1.02
19 H 0.49 -2.13 1.66
20 H -0.40 0.50 2.19
21 H -2.80 0.66 0.61
22 H -2.60 0.95 2.41

Mulliken population analysis, charges in e, atoms 1 to 6: C -1.10; C -0.40; C -0.83; C 0.40; C -1.59; N -0.32

---

Model x:
Here is the ion C6H14NO with charge -1 from the OMol25 dataset. Energies are from wB97M-V/def2-TZVPD.

HOMO-LUMO gap (eV): 6.480
SMILES string: CCNCCCC[O-]
Total charge: -1
LUMO energy (eV): 3.902

Atoms and positions in Å:
1 C -0.52 -0.42 -3.37
2 C 0.05 -0.97 -2.04
3 N -0.28 -0.12 -0.88
4 C -0.67 -0.85 0.31
5 C -1.22 -0.03 1.49
6 C -0.37 1.19 1.69
7 C 1.17 0.82 1.99
8 O 1.93 0.51 0.96
9 H -1.62 -0.49 -3.27
10 H -0.26 -1.01 -4.23
11 H -0.18 0.62 -3.42
12 H 1.14 -1.09 -2.14
13 H -0.38 -1.97 -1.89
14 H 0.62 0.34 -0.73
15 H 0.21 -1.35 0.78
16 H -1.45 -1.59 -0.01
17 H -1.17 -0.66 2.37
18 H -2.31 0.18 1.38
19 H -0.69 1.82 2.54
20 H -0.35 1.82 0.79
21 H 1.11 -0.03 2.84
22 H 1.48 1.65 2.62

Mulliken population analysis, charges in e, atoms 1 to 6: C -1.21; C -0.48; N -0.42; C -0.53; C -0.72; C -0.82

---

Which of them is most stable, and which least? Most stable: model w; least stable: model x.

---

Model w:
Here is the molecule C6H6 from the OMol25 dataset. Energies are from wB97M-V/def2-TZVPD.

HOMO-LUMO gap (eV): 9.324
LUMO energy (eV): -0.155

Atoms and positions in Å:
1 C 1.56 -0.45 -0.43
2 C 0.13 -0.74 -0.06
3 C -0.75 0.28 0.48
4 C -1.21 1.11 1.40
5 C -0.99 -0.05 -0.91
6 C -1.41 -0.10 -2.12
7 H 1.68 0.62 -0.67
8 H 2.23 -0.70 0.40
9 H 1.86 -1.03 -1.30
10 H -0.11 -1.78 0.17
11 H -0.82 1.16 2.41
12 H -2.01 1.78 1.12

Mulliken population analysis, charges in e, atoms 1 to 6: C -1.11; C 0.13; C 0.13; C -0.85; C 0.14; C -0.27

---

Model x:
Here is the molecule C6H6 from the OMol25 dataset. Energies are from wB97M-V/def2-TZVPD.

HOMO-LUMO gap (eV): 10.717
SMILES string: C#CC(C)C#C
LUMO energy (eV): 0.880

Atoms and positions in Å:
1 C 2.26 -1.27 0.43
2 C 1.33 -0.65 -0.04
3 C -0.04 -0.07 0.14
4 C -1.17 -0.74 -0.67
5 C -0.12 1.40 0.13
6 C -0.26 2.59 0.17
7 H 2.96 -1.83 1.02
8 H -0.20 -0.37 1.18
9 H -1.10 -0.56 -1.75
10 H -1.17 -1.82 -0.49
11 H -2.14 -0.34 -0.34
12 H -0.36 3.66 0.23

Mulliken population analysis, charges in e, atoms 1 to 6: C -0.23; C -0.58; C 0.72; C -1.28; C -0.74; C 0.15

---

Which of them is most stable, and which least? Most stable: model x; least stable: model w.

---

Model w:
Here is a cluster of 2 separate species, C4H10S2 in total from the OMol25 dataset. Energies are from wB97M-V/def2-TZVPD.

HOMO-LUMO gap (eV): 8.423
SMILES string: CC=S.CSC
LUMO energy (eV): 0.127

Atoms and positions in Å:
1 C -1.62 1.41 -0.65
2 C -2.00 0.39 0.37
3 S -2.38 -1.15 0.08
4 H -0.62 1.81 -0.42
5 H -2.31 2.25 -0.61
6 H -1.62 0.99 -1.66
7 H -2.02 0.76 1.40
8 C 0.90 -1.88 -0.37
9 S 0.72 -0.10 -0.60
10 C 1.87 0.47 0.68
11 H 1.93 -2.20 -0.55
12 H 0.59 -2.18 0.63
13 H 0.25 -2.37 -1.10
14 H 1.55 0.13 1.67
15 H 2.88 0.11 0.49
16 H 1.87 1.56 0.66

Mulliken population analysis, charges in e, atoms 1 to 6: C -0.96; C -0.03; S -0.20; H 0.22; H 0.35; H 0.34

---

Model x:
Here is a cluster of 2 separate species, C4H10S2 in total from the OMol25 dataset. Energies are from wB97M-V/def2-TZVPD.

HOMO-LUMO gap (eV): 9.464
SMILES string: C=CC.CSS
LUMO energy (eV): 0.571

Atoms and positions in Å:
1 C 0.54 1.17 0.89
2 C -0.44 1.91 1.39
3 C -1.82 2.03 0.81
4 H 1.53 1.31 1.30
5 H 0.28 0.47 0.11
6 H -0.26 2.67 2.15
7 H -2.10 1.18 0.19
8 H -2.61 2.22 1.54
9 H -1.84 2.87 0.11
10 C 0.07 -2.30 -1.62
11 S 1.62 -3.09 -1.86
12 S 2.96 -2.04 -0.77
13 H -0.81 -2.94 -1.66
14 H -0.05 -1.52 -2.37
15 H 0.05 -1.62 -0.75
16 H 2.87 -2.31 0.55

Mulliken population analysis, charges in e, atoms 1 to 6: C -0.47; C 0.11; C -1.03; H 0.26; H 0.03; H 0.28

---

Which of them is most stable, and which least? Most stable: model x; least stable: model w.

---

Model w:
Here is a cluster of 2 separate species, C4H10S2 in total from the OMol25 dataset. Energies are from wB97M-V/def2-TZVPD.

HOMO-LUMO gap (eV): 9.459
SMILES string: C=CC.CSS
LUMO energy (eV): 0.553

Atoms and positions in Å:
1 C 1.55 -0.22 -0.26
2 C 1.16 -0.23 -1.54
3 C 0.36 -1.31 -2.23
4 H 2.42 0.30 0.11
5 H 1.04 -0.81 0.50
6 H 1.87 0.28 -2.18
7 H -0.33 -1.81 -1.55
8 H 0.94 -2.16 -2.62
9 H -0.05 -0.78 -3.09
10 C -1.43 1.14 0.90
11 S -2.33 0.30 2.24
12 S -1.27 1.02 3.88
13 H -1.60 0.73 -0.08
14 H -1.74 2.18 0.91
15 H -0.41 1.19 1.25
16 H -0.20 0.19 3.76

Mulliken population analysis, charges in e, atoms 1 to 6: C -0.83; C 0.08; C -0.95; H 0.26; H 0.30; H 0.28

---

Model x:
Here is a cluster of 2 separate species, C4H10S2 in total from the OMol25 dataset. Energies are from wB97M-V/def2-TZVPD.

HOMO-LUMO gap (eV): 9.310
SMILES string: C/C=C/C.SS
LUMO energy (eV): 0.159

Atoms and positions in Å:
1 C -2.59 1.52 -1.63
2 C -2.76 1.16 -0.18
3 C -1.69 1.20 0.65
4 C -1.46 0.79 2.08
5 H -3.01 0.77 -2.31
6 H -3.10 2.48 -1.85
7 H -1.51 1.65 -1.85
8 H -3.75 0.82 0.20
9 H -0.75 1.59 0.23
10 H -2.30 0.36 2.66
11 H -1.07 1.66 2.62
12 H -0.62 0.06 2.08
13 S 1.29 -1.92 -0.28
14 S 2.73 -0.36 -0.08
15 H 0.17 -1.11 -0.16
16 H 2.64 0.14 -1.32

Mulliken population analysis, charges in e, atoms 1 to 6: C -1.01; C 0.11; C -0.28; C -0.98; H 0.30; H 0.27

---

Which of them is most stable, and which least? Most stable: model x; least stable: model w.

---

Model w:
Here is a cluster of 2 separate species, C3H11N2 in total from the OMol25 dataset. Energies are from wB97M-V/def2-TZVPD.

HOMO-LUMO gap (eV): 9.804
Total charge: +1
LUMO energy (eV): -3.294

Atoms and positions in Å:
1 C -0.11 -0.04 -2.08
2 N 1.00 -0.38 -1.14
3 H 0.25 0.01 -3.10
4 H -0.40 0.97 -1.78
5 H -0.91 -0.76 -1.97
6 H 1.77 0.30 -1.13
7 H 0.61 -0.25 -0.12
8 H 1.37 -1.32 -1.32
9 C -1.57 -0.12 1.33
10 C -0.33 -0.22 1.85
11 N 0.65 0.68 1.37
12 H -1.73 0.45 0.42
13 H -2.35 -0.72 1.78
14 H -0.17 -0.88 2.69
15 H 0.40 1.66 1.30
16 H 1.51 0.64 1.91

Mulliken population analysis, charges in e, atoms 1 to 6: C -0.83; N -0.22; H 0.35; H 0.35; H 0.35; H 0.39

---

Model x:
Here is a cluster of 2 separate species, C3H11N2 in total from the OMol25 dataset. Energies are from wB97M-V/def2-TZVPD.

HOMO-LUMO gap (eV): 9.229
Total charge: +1
LUMO energy (eV): -4.876

Atoms and positions in Å:
1 C -2.25 -0.34 0.37
2 C -0.13 -0.78 -0.62
3 C -0.71 1.37 0.14
4 N 3.01 0.19 0.08
5 N -1.03 0.15 -0.01
6 H -2.36 -1.22 1.06
7 H -3.14 0.34 0.77
8 H -2.73 -0.80 -0.51
9 H -0.12 -1.76 0.05
10 H -0.69 -1.06 -1.49
11 H 0.93 -0.47 -0.82
12 H 0.39 1.58 0.10
13 H -1.39 2.19 0.28
14 H 3.30 1.18 0.39
15 H 3.29 -0.42 0.88
16 H 3.63 -0.13 -0.66

Mulliken population analysis, charges in e, atoms 1 to 6: C -0.77; C -0.71; C -0.02; N -0.80; N 0.11; H 0.35

---

Which of them is most stable, and which least? Most stable: model w; least stable: model x.

---

Model w:
Here is a cluster of 2 separate species, C3H11N2 in total from the OMol25 dataset. Energies are from wB97M-V/def2-TZVPD.

HOMO-LUMO gap (eV): 9.461
Total charge: +1
LUMO energy (eV): -5.304

Atoms and positions in Å:
1 C -2.34 0.43 1.73
2 N -1.10 0.15 1.47
3 H -2.78 -0.12 2.56
4 H -2.92 1.00 1.02
5 H -0.57 0.22 2.35
6 H -0.72 0.03 0.39
7 C 2.01 -0.21 -0.25
8 C 1.00 -0.58 -1.39
9 N -0.30 0.08 -1.04
10 H 1.60 -0.51 0.72
11 H 2.98 -0.58 -0.61
12 H 2.14 0.88 -0.33
13 H 1.42 -0.05 -2.24
14 H 0.88 -1.65 -1.46
15 H -0.31 1.09 -1.17
16 H -1.01 -0.19 -1.74

Mulliken population analysis, charges in e, atoms 1 to 6: C -0.14; N -0.20; H 0.27; H 0.27; H 0.26; H 0.46

---

Model x:
Here is a cluster of 2 separate species, C3H11N2 in total from the OMol25 dataset. Energies are from wB97M-V/def2-TZVPD.

HOMO-LUMO gap (eV): 11.642
Total charge: +1
LUMO energy (eV): -3.865

Atoms and positions in Å:
1 C -1.91 0.84 0.23
2 C -0.82 1.64 -0.45
3 H -1.71 -0.23 0.32
4 H -2.82 0.81 -0.40
5 H -2.31 1.25 1.15
6 H -1.23 2.64 -0.64
7 H 0.15 1.74 0.05
8 H -0.67 1.34 -1.49
9 N 1.20 -0.85 -0.92
10 C 1.12 -1.05 0.36
11 N 1.66 -1.99 1.10
12 H 1.75 -1.47 -1.51
13 H 0.96 0.05 -1.31
14 H 0.61 -0.21 0.81
15 H 1.77 -1.86 2.09
16 H 2.25 -2.64 0.59

Mulliken population analysis, charges in e, atoms 1 to 6: C -0.86; C -0.92; H 0.26; H 0.33; H 0.29; H 0.34

---

Model y:
Here is the ion C3H11N2 with charge +1 from the OMol25 dataset. Energies are from wB97M-V/def2-TZVPD.

HOMO-LUMO gap (eV): 10.270
SMILES string: CNCC[NH3+]
Total charge: +1
LUMO energy (eV): -3.555

Atoms and positions in Å:
1 C -1.02 1.56 -0.58
2 N -0.26 0.91 0.50
3 C -0.64 -0.48 0.70
4 C 0.36 -1.38 -0.03
5 N 1.63 -0.61 -0.24
6 H -2.09 1.37 -0.52
7 H -0.76 1.16 -1.57
8 H -0.90 2.63 -0.49
9 H -0.55 1.39 1.35
10 H -1.63 -0.58 0.39
11 H -0.60 -0.67 1.77
12 H 0.10 -1.81 -1.00
13 H 0.57 -2.20 0.63
14 H 1.95 -0.17 0.62
15 H 2.38 -1.23 -0.56
16 H 1.47 0.08 -0.97

Mulliken population analysis, charges in e, atoms 1 to 6: C -0.95; N -0.41; C -0.52; C -0.66; N -0.29; H 0.36

---

Which of them is most stable, and which least? Most stable: model x; least stable: model w.